<w>
C37H38CsN7O4 as an isolated structure, computed with ωB97M-V with the def2-TZVPD basis set.

Geometry (Å):
Cs 0.30921 0.27473 -1.79628
C -5.01239 1.98123 4.24692
C -3.89519 1.26643 3.54922
C -2.74459 0.94283 4.20492
C -1.67809 0.26583 3.56122
C -0.49589 -0.00817 4.24812
N 0.50651 -0.63797 3.67582
C 1.82551 -0.79417 4.20672
C 2.79221 0.24243 3.61012
C 2.91281 0.14763 2.07352
N 4.20401 -0.36327 1.68882
C 4.46611 -1.61737 1.31622
C 3.60261 -2.54827 0.75002
C 3.94111 -3.92107 0.91712
C 3.16251 -4.92787 0.44012
C 3.45771 -6.36857 0.72022
C 2.05001 -4.58757 -0.36698
C 1.74701 -3.29507 -0.67268
C 0.69131 -2.98017 -1.66718
N -0.55649 -3.00337 -1.53978
C -1.18239 -3.34667 -0.29308
C -2.69449 -3.48627 -0.51198
C -3.50919 -2.41987 0.22462
N -3.40929 -1.18167 -0.48968
C -3.21729 -0.07327 0.06722
C -3.02949 0.24593 1.50762
C -4.01459 0.90303 2.18632
C -1.79179 -0.10177 2.15792
O -0.85959 -0.68717 1.54722
C 2.48611 -2.18317 -0.11668
O 2.22721 -1.00317 -0.43598
H -4.67599 2.34633 5.21442
H -5.85569 1.31143 4.41602
H -5.37029 2.82303 3.65692
H -2.61139 1.21583 5.24302
H -0.37319 0.29143 5.28762
H 0.29311 -0.84017 2.67022
H 2.17081 -1.80557 3.97112
H 1.79381 -0.67187 5.29542
H 3.77181 0.09143 4.06952
H 2.44751 1.23983 3.88402
H 2.77171 1.12873 1.61672
H 2.15361 -0.51237 1.66482
H 4.99161 0.21903 1.93632
H 5.49261 -1.93067 1.49542
H 4.81271 -4.14907 1.51692
H 4.34381 -6.47127 1.34172
H 3.62081 -6.90877 -0.21048
H 2.61691 -6.83277 1.23412
H 1.45401 -5.38757 -0.78648
H 1.06571 -2.70647 -2.65288
H -0.98569 -2.55457 0.43542
H -0.75429 -4.27107 0.11282
H -3.03039 -4.47937 -0.20968
H -2.88449 -3.35157 -1.57798
H -3.20379 -2.34607 1.27952
H -4.57029 -2.70087 0.19232
H -3.21919 0.79083 -0.59528
H -4.92829 1.14613 1.66072
O -1.47909 0.15233 -6.34248
C -1.31779 1.43163 -6.71958
C -1.61309 1.78983 -8.03668
C -1.45129 3.09283 -8.46248
C -1.01119 4.06903 -7.57758
C -0.72409 3.72713 -6.27468
C -0.86099 2.41573 -5.82558
C -0.51709 2.06133 -4.43268
O -0.49699 0.86103 -4.04128
N -0.13849 3.10053 -3.70058
N -0.03399 3.01563 -2.39628
C 0.70891 3.85853 -1.76598
C 0.78181 3.86053 -0.33208
C 1.46471 4.89703 0.33212
C 1.56631 4.87113 1.70462
C 0.97271 3.82383 2.40062
C 0.29021 2.86473 1.66902
N 0.20281 2.86523 0.35472
H -1.19099 0.10913 -5.39568
H -1.96349 1.02273 -8.71078
H -1.66139 3.35723 -9.48978
H -0.88779 5.09243 -7.90208
H -0.38079 4.46413 -5.56628
H 1.30751 4.60633 -2.29898
H 1.89661 5.70253 -0.24148
H 2.09511 5.65373 2.23052
H 1.03511 3.76233 3.47642
H -0.22189 2.05373 2.17272

**LUMO level**: -0.8 eV
**2S+1**: 1
**E_HOMO**: -0.250 Eh

<x>
C37H38CsN7O4 as an isolated structure, computed with ωB97M-V with the def2-TZVPD basis set.

Geometry (Å):
Cs 0.18984 0.42688 -1.19278
C -4.20181 -6.01065 1.17993
C -3.43824 -4.72961 1.06510
C -3.61041 -3.68934 1.92361
C -2.87081 -2.48314 1.78985
C -3.12921 -1.41179 2.64931
N -2.49630 -0.26730 2.57193
C -2.76490 0.90861 3.35934
C -1.63598 1.22362 4.34554
C -1.48145 2.72087 4.60920
N -1.07330 3.44266 3.40890
C -0.06765 3.05979 2.59038
C 1.08464 2.37563 2.90955
C 1.66692 2.30894 4.22048
C 2.80225 1.61412 4.46005
C 3.48917 1.60500 5.78751
C 3.36103 0.83600 3.39138
C 2.85009 0.80280 2.13612
C 3.35756 -0.18380 1.16112
N 2.55812 -0.82202 0.42741
C 3.05574 -1.86826 -0.43879
C 2.62805 -3.23095 0.10722
C 1.11472 -3.37637 0.19717
N 0.53020 -3.36104 -1.13364
C -0.72331 -3.39157 -1.25697
C -1.72688 -3.45335 -0.15404
C -2.48531 -4.57241 0.01950
C -1.90164 -2.32468 0.73296
O -1.24460 -1.26152 0.58071
C 1.72104 1.68273 1.78436
O 1.29328 1.77767 0.63251
H -4.90343 -5.97271 2.01145
H -3.53277 -6.85543 1.34330
H -4.76770 -6.21485 0.27149
H -4.33031 -3.76347 2.72878
H -3.89848 -1.50653 3.41375
H -1.79718 -0.26474 1.79611
H -3.72093 0.77809 3.87582
H -2.88973 1.73682 2.65437
H -0.69515 0.84141 3.94335
H -1.80025 0.70638 5.29108
H -0.77114 2.88594 5.41849
H -2.42691 3.16586 4.92534
H -1.81297 3.95591 2.95573
H -0.21620 3.28823 1.53945
H 1.24125 2.90907 5.01019
H 2.97459 2.24781 6.49704
H 4.51687 1.95418 5.69915
H 3.52526 0.59951 6.20458
H 4.21266 0.20584 3.62204
H 4.44283 -0.37809 1.16044
H 4.15070 -1.82220 -0.55205
H 2.59752 -1.73922 -1.42089
H 3.06633 -3.37920 1.09860
H 3.02402 -4.00828 -0.54919
H 0.70349 -2.56530 0.80283
H 0.85981 -4.32432 0.68883
H -1.11165 -3.41624 -2.27213
H -2.35133 -5.39598 -0.67224
O -0.92995 3.44023 -6.08604
C -2.01933 3.64551 -5.32857
C -2.97094 4.55629 -5.79611
C -4.11557 4.81447 -5.07257
C -4.34257 4.17299 -3.86148
C -3.40689 3.27046 -3.39746
C -2.24121 2.98616 -4.10312
C -1.30928 1.96823 -3.51728
O -1.63415 1.39804 -2.45184
N -0.16195 1.86737 -4.19612
N 0.70715 0.84415 -3.93081
C 1.93830 1.14529 -4.10747
C 3.00294 0.13763 -4.06802
C 4.30486 0.53119 -4.39653
C 5.30726 -0.41797 -4.42814
C 4.98526 -1.73438 -4.13436
C 3.66858 -2.02516 -3.80233
N 2.70064 -1.12618 -3.75772
H -0.36780 2.78963 -5.57474
H -2.78084 5.04425 -6.74052
H -4.84018 5.52011 -5.45704
H -5.24074 4.37226 -3.29507
H -3.55746 2.73903 -2.46767
H 2.22919 2.17224 -4.35498
H 4.50830 1.56561 -4.63435
H 6.32047 -0.13872 -4.68653
H 5.72943 -2.51738 -4.15793
H 3.37638 -3.03736 -3.54583

**LUMO level**: -1.0 eV
**2S+1**: 1
**E_HOMO**: -0.256 Eh

Most stable: <x> (next structure +0.160 eV)

<w>
An isolated ion of composition C2H2NO2S and charge -1, computed with ωB97M-V with the def2-TZVPD basis set.

Geometry (Å):
C 1.37122 0.40838 0.66038
C 0.12789 0.37008 -0.06592
N 0.37787 1.68541 0.44870
O 3.41511 -1.38005 0.23573
O 3.96220 1.02240 -0.08194
S 2.96508 -0.04935 -0.26117
H -0.00192 0.26957 -1.12071
H -0.83759 -0.16705 0.49897

**LUMO level (spin up / spin down)**: 3.6 / 3.3 eV
**2S+1**: 1
**E_HOMO (spin up / spin down)**: -0.136 / -0.159 Eh
**Charge**: -1

<x>
A 2-piece molecular cluster, C2H2NO2S overall, computed with ωB97M-V with the def2-TZVPD basis set.

Geometry (Å):
C -0.39681 0.32817 -0.25688
C 0.06375 -0.19986 1.70304
N 0.29770 -0.25643 -1.29460
O 0.99356 -0.96287 1.50089
O -0.56092 0.37493 2.56532
S -1.68712 1.18222 -0.70461
H 1.26795 -0.47849 -1.19778
H 0.02189 0.01234 -2.31538

**LUMO level**: 3.9 eV
**2S+1**: 1
**E_HOMO**: -0.116 Eh
**Charge**: -1

Most stable: <x> (next structure +4.699 eV)

<w>
C10H19N3O4 as an isolated structure, computed with ωB97M-V with the def2-TZVPD basis set.

Geometry (Å):
C -1.16133 -1.27912 -0.19887
C 0.16915 -0.99785 -0.86935
C -2.23443 -0.14547 -0.58154
C -3.51381 -0.99951 -0.55332
C -2.08807 1.19563 0.24044
C -2.52622 1.32010 1.71009
C 2.54615 -0.63529 -0.58426
C 3.56753 -1.18823 0.34342
C 2.78060 0.77367 -1.13619
C 2.38802 1.82288 -0.02598
H -0.53866 -1.21467 1.95880
H -0.72818 -2.85440 1.14560
H -1.61896 -2.23491 -0.68793
H -1.86972 -0.08957 -1.71431
H -3.85347 -0.89234 0.55311
H -4.62223 -0.63452 -1.30545
H -3.43748 -2.01156 -0.99045
H -1.02334 1.75713 0.15908
H -2.90139 2.12520 -0.16382
H -3.61938 0.51811 2.06426
H -1.47650 1.01717 2.61851
H -2.75490 2.53162 1.66218
H 0.84038 -1.06076 0.94530
H 2.48118 -1.27182 -1.49083
H 1.75660 0.82388 -1.74985
H 3.61415 0.79054 -1.80423
H 0.77085 2.30549 -1.35124
H 1.05355 3.40387 0.09551
H 5.36462 -1.25178 0.66095
N -1.16663 -1.76186 1.29046
N 1.25163 -0.90139 -0.10685
N 1.64147 2.70998 -0.61583
O 0.06777 -0.62079 -2.08951
O 3.36391 -1.99633 1.26430
O 2.74847 1.73631 1.20943
O 4.72867 -0.78941 0.09839

**LUMO level**: 0.3 eV
**2S+1**: 1
**E_HOMO**: -0.348 Eh

<x>
One molecule with the formula C10H19N3O4, computed with ωB97M-V with the def2-TZVPD basis set.

Geometry (Å):
C 1.36851 -1.60671 0.05449
C 0.03218 -1.10912 0.69913
C 1.94207 -0.67503 -0.95997
C 2.26524 0.71073 -0.40174
C 3.74999 0.81605 0.08775
C -1.91868 0.39201 0.33289
C -2.77671 -0.79773 -0.15865
C -2.30046 1.73806 -0.25258
C -2.36290 2.82950 0.85436
C -1.38589 2.16603 -1.44995
H 0.64867 -3.61485 0.09670
H 1.86622 -3.23286 -0.92472
H 2.25768 -1.73185 0.81956
H 1.21734 -0.44655 -1.79311
H 2.82524 -0.98740 -1.58507
H 1.58839 1.09525 0.37742
H 2.18984 1.29318 -1.41061
H 3.27924 0.75863 2.18573
H 4.84543 1.04832 1.78766
H -0.26406 0.24829 -0.85388
H -2.03235 0.40826 1.41287
H -3.27103 1.70513 -0.81433
H -2.88158 3.84021 0.56584
H -2.97318 2.60226 1.69216
H -1.41477 3.31105 1.08142
H -0.34139 2.13269 -1.23640
H -1.66849 3.15584 -1.89836
H -1.58884 1.43579 -2.26966
H -4.41927 -1.65564 0.35466
N 0.93431 -2.89802 -0.55534
N 3.88896 0.98963 1.42138
N -0.55040 -0.03719 -0.00956
O -0.71693 -1.57580 1.49926
O 4.65560 0.72018 -0.59843
O -2.77030 -1.28343 -1.23153
O -3.85004 -0.92714 0.77851

**LUMO level**: 0.6 eV
**2S+1**: 1
**E_HOMO**: -0.350 Eh
**SMILES string**: CC(C)[C@H](NC(=O)[C@@H](N)CCC(N)=O)C(=O)O

Most stable: <x> (next structure +6.628 eV)

<w>
A 2-piece molecular cluster, C10H19N3O4 overall, computed with ωB97M-V with the def2-TZVPD basis set.

Geometry (Å):
C 0.15732 0.97363 0.66118
C 1.17204 -0.25078 0.84097
C -1.16276 0.53867 0.91289
C -2.15798 1.76564 0.77544
C -3.70130 1.44282 0.25693
C -1.98873 2.58277 2.12707
C 2.29118 -1.78124 -0.79913
C 3.77920 -1.83956 -1.19963
C 1.43570 -2.39166 -1.96000
C -0.09514 -2.26116 -1.73368
H -0.19479 2.90021 -0.20195
H 1.23530 2.38274 0.00720
H 0.52868 1.38722 1.62467
H -1.46416 -0.16020 -0.06794
H -1.25338 0.12380 1.98590
H -1.53510 2.45850 0.02850
H -4.16392 0.41917 0.65094
H -4.49770 2.20873 0.54906
H -3.82928 1.38937 -0.87858
H -0.86507 3.00732 2.23961
H -2.64953 3.41354 2.11862
H -2.00389 2.14805 3.04840
H 1.36593 0.05409 -1.21471
H 2.16742 -2.35530 0.11531
H 2.24113 -2.12410 -3.15807
H 1.78799 -3.47143 -1.84116
H -0.15352 -2.59080 0.65234
H -1.69301 -2.43566 0.04690
H 3.97540 -0.14940 -0.50152
N 0.38366 1.99682 -0.46588
N 1.89683 -0.49140 -0.35475
N -0.63948 -2.34422 -0.33897
O 1.49737 -0.94513 1.85062
O 4.27873 -2.57633 -2.15729
O -0.75426 -2.18696 -2.75640
O 4.60912 -0.83775 -0.86291

**LUMO level**: 0.3 eV
**2S+1**: 1
**E_HOMO**: -0.366 Eh

<x>
One molecule with the formula C10H19N3O4, computed with ωB97M-V with the def2-TZVPD basis set.

Geometry (Å):
C 1.89060 -1.74932 0.43820
C 0.59632 -1.21969 1.01446
C 2.63083 -0.82060 -0.54867
C 3.17253 0.49800 0.05805
C 2.18100 1.60412 -0.17009
C -1.68606 -0.54513 0.44673
C -2.60607 -0.96552 -0.71813
C -1.80227 0.96627 0.79977
C -3.14534 1.20644 1.50944
C -1.72625 1.87559 -0.45595
H 1.14852 -3.20279 -0.87020
H 1.43982 -3.75142 0.67973
H 2.51241 -1.76501 1.31863
H 3.43416 -1.51232 -0.89786
H 1.99838 -0.63287 -1.42081
H 4.19611 0.75715 -0.29705
H 3.27504 0.42521 1.13449
H 1.57096 2.93824 -1.42685
H 2.79850 1.91421 -2.05387
H -0.11040 -0.94308 -0.85065
H -1.95846 -1.06310 1.38100
H -0.93181 1.12348 1.45904
H -3.21601 0.69780 2.48221
H -3.25812 2.26679 1.75159
H -3.90539 0.88571 0.78470
H -1.69039 2.94245 -0.14472
H -2.64428 1.66141 -1.03966
H -0.84044 1.68105 -1.11748
H -2.74243 -1.70099 -2.33356
N 1.74243 -3.11160 -0.06690
N 1.95650 2.00101 -1.46859
N -0.34171 -0.89722 0.11897
O 0.37394 -1.21877 2.23414
O 1.50149 2.04551 0.75883
O -3.83237 -0.89099 -0.73382
O -1.98175 -1.50003 -1.75511

**LUMO level**: 0.5 eV
**2S+1**: 1
**E_HOMO**: -0.337 Eh
**SMILES string**: CC(C)[C@H](NC(=O)[C@@H](N)CCC(N)=O)C(=O)O

Most stable: <x> (next structure +7.806 eV)

<w>
A 3-piece molecular cluster, H6O3 overall, computed with ωB97M-V with the def2-TZVPD basis set.

Geometry (Å):
O -2.40566 0.68806 1.21518
H -1.67275 1.09462 1.67755
H -2.03614 0.41005 0.37709
O -0.66509 -0.42879 -0.63350
H -0.53377 0.17793 -1.36212
H 0.21337 -0.57727 -0.28352
O 2.06344 -0.67865 -0.22761
H 2.40339 -0.52053 -1.10832
H 2.63321 -0.16544 0.34529

**LUMO level (spin up / spin down)**: -4.2 / -11.8 eV
**2S+1**: 2
**E_HOMO (spin up / spin down)**: -0.604 / -0.604 Eh
**Charge**: +1

<x>
A 3-piece molecular cluster, H6O3 overall, computed with ωB97M-V with the def2-TZVPD basis set.

Geometry (Å):
O 0.00159 -1.19280 -0.96663
H -0.51932 -1.05012 -0.14876
H -0.82510 -1.25809 -1.53818
O -0.98249 -0.05650 1.19227
H -0.81985 -0.16588 2.12171
H -0.28227 0.53576 0.83948
O 0.88065 1.26576 -0.38224
H 1.76687 1.60584 -0.40738
H 0.77991 0.31604 -0.71025

**LUMO level (spin up / spin down)**: -4.0 / -12.1 eV
**2S+1**: 2
**E_HOMO (spin up / spin down)**: -0.702 / -0.645 Eh
**Charge**: +1

Most stable: <w> (next structure +0.449 eV)

<w>
One molecule with the formula C4H4ClNO2, computed with ωB97M-V with the def2-TZVPD basis set.

Geometry (Å):
C 1.89551 0.35088 0.11180
C 0.85165 -0.49285 0.09351
C -1.51068 -1.09511 0.03587
C -0.93259 1.23673 -0.17282
H 1.74824 1.42598 0.29627
H 0.97980 -1.56890 0.09394
H -1.16472 -2.06528 0.38370
H -2.00770 1.40788 -0.32589
N -0.50668 -0.12066 -0.05776
O -2.68983 -0.86159 -0.24137
O -0.12317 2.13289 -0.02849
Cl 3.46019 -0.34997 -0.18876

**LUMO level**: 0.2 eV
**2S+1**: 1
**E_HOMO**: -0.342 Eh
**SMILES string**: O=CN(C=O)/C=C/Cl

<x>
One molecule with the formula C4H4ClNO2, computed with ωB97M-V with the def2-TZVPD basis set.

Geometry (Å):
C 1.24522 0.53913 0.42271
C 0.01401 0.04851 -0.43215
C -0.38768 -1.36823 -0.18792
C -1.27894 0.71055 -0.09461
H 1.08717 0.17798 1.47806
H 1.29884 1.65406 0.44590
H 0.19613 0.24012 -1.49055
H 0.23470 -2.21057 -0.33136
N -1.60673 -1.45233 0.12592
O -2.20872 -0.20509 0.24632
O -1.49931 1.88044 -0.13993
Cl 2.90531 -0.01457 -0.04239

**LUMO level**: 0.4 eV
**2S+1**: 1
**E_HOMO**: -0.396 Eh
**SMILES string**: O=C1ON=C[C@@H]1CCl

Most stable: <w> (next structure +0.744 eV)